Record 1
{"formula": "C41H37GeMnN7O2", "method": "ωB97M-V with the def2-TZVPD basis set", "e_homo_ev": [-7.284, -6.735], "gap_ev": [6.964, 6.452], "spin_multiplicity": 2, "symbols": ["Mn", "N", "C", "C", "C", "C", "C", "C", "C", "C", "C", "C", "C", "C", "H", "H", "H", "H", "H", "H", "H", "H", "H", "H", "N", "C", "N", "C", "N", "N", "C", "N", "C", "C", "C", "C", "C", "N", "H", "H", "H", "H", "H", "H", "H", "H", "O", "C", "O", "C", "C", "Ge", "C", "C", "C", "C", "C", "C", "C", "C", "C", "C", "C", "C", "C", "C", "C", "C", "C", "C", "H", "H", "H", "H", "H", "H", "H", "H", "H", "H", "H", "H", "H", "H", "H", "H", "H", "H", "H"], "xyz": [[-0.068, 0.176, 0.771], [2.001, 0.644, 0.152], [2.994, 0.281, 1.122], [4.106, -0.425, 0.685], [5.076, -0.855, 1.573], [4.930, -0.564, 2.919], [3.819, 0.139, 3.351], [2.820, 0.578, 2.480], [1.614, 1.249, 3.052], [1.793, 2.087, 4.157], [0.711, 2.626, 4.829], [-0.573, 2.302, 4.412], [-0.744, 1.497, 3.298], [0.326, 0.975, 2.557], [2.186, 0.183, -0.737], [1.962, 1.646, -0.009], [4.210, -0.634, -0.374], [5.931, -1.411, 1.216], [5.668, -0.898, 3.634], [3.690, 0.318, 4.409], [2.793, 2.328, 4.490], [0.869, 3.282, 5.674], [-1.431, 2.691, 4.945], [-1.764, 1.286, 2.972], [-2.294, -1.965, -0.529], [-2.854, -0.774, -0.426], [-4.163, -0.653, -0.667], [-4.640, 0.589, -0.658], [-5.958, 0.760, -0.870], [-3.912, 1.707, -0.486], [-2.640, 1.473, -0.191], [-2.049, 0.273, -0.081], [-1.763, 2.634, 0.063], [-2.273, 3.926, 0.028], [-1.423, 4.976, 0.318], [-0.103, 4.692, 0.655], [0.318, 3.374, 0.674], [-0.478, 2.348, 0.358], [-2.872, -2.756, -0.755], [-1.281, -2.027, -0.574], [-6.545, -0.045, -0.981], [-6.345, 1.684, -0.845], [-3.315, 4.068, -0.210], [-1.783, 5.995, 0.305], [0.592, 5.473, 0.925], [1.318, 3.138, 1.014], [0.608, -1.685, 1.434], [0.953, -2.155, 0.321], [0.526, -1.641, -0.756], [1.948, -3.297, 0.259], [1.627, -4.328, -0.815], [0.259, -5.664, -0.374], [1.035, -6.964, 0.868], [2.410, -7.151, 0.986], [2.932, -8.088, 1.866], [2.081, -8.857, 2.643], [0.709, -8.683, 2.540], [0.194, -7.742, 1.662], [-0.238, -6.548, -2.044], [-0.057, -7.915, -2.231], [-0.405, -8.521, -3.430], [-0.941, -7.765, -4.460], [-1.126, -6.400, -4.291], [-0.774, -5.799, -3.092], [-1.374, -5.030, 0.496], [-1.311, -4.326, 1.698], [-2.467, -3.947, 2.363], [-3.708, -4.269, 1.836], [-3.789, -4.971, 0.641], [-2.628, -5.350, -0.021], [2.051, -3.744, 1.248], [2.903, -2.813, 0.033], [2.512, -4.930, -1.038], [1.356, -3.813, -1.737], [3.093, -6.560, 0.387], [4.004, -8.216, 1.946], [2.486, -9.586, 3.332], [0.041, -9.278, 3.149], [-0.879, -7.605, 1.602], [0.358, -8.515, -1.431], [-0.257, -9.585, -3.560], [-1.213, -8.236, -5.396], [-1.541, -5.804, -5.094], [-0.919, -4.730, -2.974], [-0.354, -4.057, 2.126], [-2.395, -3.390, 3.288], [-4.612, -3.971, 2.352], [-4.755, -5.231, 0.229], [-2.703, -5.909, -0.945]], "mulliken_charge": [0.150, -0.250, 0.325, -0.864, -0.612, -0.802, -0.982, 0.499, 1.381, -0.778, -0.877, -0.780, -0.322, 0.342, 0.319, 0.396, 0.440, 0.410, 0.409, 0.507, 0.549, 0.395, 0.410, 0.317, -0.078, 0.476, -0.769, 0.356, -0.352, -0.703, -0.123, -0.532, 0.913, -0.591, -0.488, -1.083, 0.066, 0.159, 0.147, -0.061, 0.240, 0.236, 0.491, 0.445, 0.429, 0.356, -0.629, 2.081, -0.951, -0.690, -1.564, 2.202, 0.045, -0.470, -0.621, -0.464, -0.668, -0.266, -0.283, -0.420, -0.623, -0.458, -0.677, -0.145, 0.166, 0.068, -0.734, -0.505, -0.636, -0.783, 0.204, 0.087, 0.547, 0.504, 0.246, 0.395, 0.366, 0.400, 0.381, 0.345, 0.386, 0.369, 0.398, 0.350, 0.337, 0.454, 0.385, 0.396, 0.356]}

***

Record 2
{"formula": "C41H38BN7ORuS2Si", "method": "ωB97M-V with the def2-TZVPD basis set", "total_charge": 1, "relative_energy_kcal_mol": 0.0, "e_homo_ev": [-10.292, -10.248], "gap_ev": [7.073, 6.871], "spin_multiplicity": 2, "symbols": ["Ru", "C", "C", "C", "C", "N", "C", "C", "C", "C", "C", "C", "N", "C", "C", "C", "C", "C", "N", "H", "H", "H", "H", "H", "H", "H", "H", "H", "H", "H", "C", "N", "C", "C", "N", "B", "N", "C", "C", "N", "C", "C", "S", "C", "S", "H", "H", "H", "H", "H", "H", "H", "H", "H", "H", "H", "H", "O", "Si", "C", "C", "C", "C", "C", "C", "C", "C", "C", "C", "C", "C", "C", "C", "C", "C", "C", "C", "H", "H", "H", "H", "H", "H", "H", "H", "H", "H", "H", "H", "H", "H", "H"], "xyz": [[0.342, 1.280, 0.687], [0.607, -0.320, 4.825], [1.843, -0.938, 4.794], [2.633, -0.800, 3.663], [2.167, -0.034, 2.610], [0.964, 0.577, 2.648], [0.198, 0.416, 3.722], [3.005, 0.349, 1.453], [4.339, 0.057, 1.219], [5.009, 0.808, 0.262], [4.397, 1.899, -0.344], [3.059, 2.124, -0.069], [2.395, 1.260, 0.696], [2.243, 3.329, -0.338], [2.673, 4.382, -1.122], [1.876, 5.512, -1.225], [0.690, 5.557, -0.516], [0.323, 4.459, 0.243], [1.064, 3.358, 0.331], [-0.048, -0.408, 5.679], [2.190, -1.527, 5.633], [3.602, -1.275, 3.601], [-0.779, 0.880, 3.681], [4.854, -0.708, 1.781], [6.046, 0.590, 0.047], [4.962, 2.566, -0.979], [3.612, 4.315, -1.652], [2.184, 6.343, -1.845], [0.040, 6.419, -0.553], [-0.604, 4.463, 0.796], [-2.539, 3.651, 3.292], [-2.807, 3.857, 1.878], [-3.365, 4.987, 1.328], [-3.446, 4.761, -0.003], [-2.951, 3.504, -0.267], [-2.891, 3.091, -1.802], [-2.611, 1.595, -2.132], [-3.507, 0.855, -2.876], [-2.835, -0.156, -3.471], [-1.522, -0.042, -3.078], [-0.419, -0.831, -3.604], [-1.405, 1.026, -2.271], [0.090, 1.620, -1.654], [-2.555, 2.966, 0.885], [-1.917, 1.391, 1.224], [-2.739, 4.583, 3.814], [-1.496, 3.374, 3.434], [-3.177, 2.866, 3.692], [-3.667, 5.827, 1.927], [-3.831, 5.381, -0.793], [-3.984, 3.347, -2.234], [-2.024, 3.768, -2.295], [-4.546, 1.124, -2.923], [-3.168, -0.958, -4.104], [-0.821, -1.759, -3.999], [0.288, -1.056, -2.811], [0.088, -0.276, -4.393], [0.199, -0.677, 0.545], [0.053, -2.127, -0.137], [1.635, -2.510, -1.082], [2.113, -3.816, -1.222], [3.291, -4.085, -1.906], [4.022, -3.048, -2.467], [3.568, -1.742, -2.338], [2.390, -1.480, -1.652], [-1.459, -2.342, -1.227], [-2.674, -1.768, -0.842], [-3.850, -2.059, -1.518], [-3.833, -2.935, -2.596], [-2.636, -3.509, -3.000], [-1.461, -3.213, -2.318], [-0.186, -3.423, 1.205], [0.069, -3.124, 2.541], [-0.100, -4.070, 3.543], [-0.530, -5.349, 3.220], [-0.803, -5.667, 1.897], [-0.639, -4.711, 0.905], [1.568, -4.641, -0.775], [3.640, -5.106, -1.999], [4.938, -3.257, -3.005], [4.129, -0.927, -2.783], [2.038, -0.457, -1.576], [-2.704, -1.086, 0.002], [-4.782, -1.607, -1.202], [-4.752, -3.173, -3.117], [-2.619, -4.196, -3.837], [-0.531, -3.670, -2.643], [0.387, -2.123, 2.796], [0.097, -3.811, 4.577], [-0.664, -6.092, 3.996], [-1.154, -6.658, 1.640], [-0.889, -4.972, -0.119]], "mulliken_charge": [-0.534, -0.887, -0.776, -0.452, 0.941, 0.527, -0.148, -0.716, -0.652, -1.097, -0.781, -0.369, 1.316, 0.951, -0.704, -0.749, -0.754, 0.001, 0.461, 0.472, 0.486, 0.397, 0.389, 0.504, 0.499, 0.461, 0.451, 0.460, 0.453, 0.349, -0.811, 0.260, -0.343, -0.735, 0.409, 0.296, 0.344, -0.900, -0.721, 0.659, -1.976, -0.684, -0.011, -0.424, -0.507, 0.325, 0.265, 0.336, 0.453, 0.527, -0.238, -0.049, 0.591, 0.795, 0.404, 0.764, 0.363, 3.651, -3.252, 0.900, -0.367, -0.710, -0.806, -1.124, 0.827, 1.089, -0.449, -0.483, -0.901, -0.499, -0.619, 0.574, 0.226, -0.746, -0.678, -0.850, -0.342, 0.355, 0.449, 0.396, 0.501, 0.165, 0.375, 0.469, 0.378, 0.417, 0.598, 0.033, 0.405, 0.391, 0.420, 0.312]}

***

Number 1: energy -145482.1373 eV, largest force on an atom 0.0251 Eh/bohr. Number 2: energy -88419.4850 eV, largest force on an atom 0.0098 Eh/bohr.